DFT (the ωB97M-V functional and the def2-TZVPD basis) results for a structure of composition C20H36AuEuI2NO4PS at a distorted geometry.

The geometry in ORCA input format:
```
! wB97M-V def2-TZVPD RIJCOSX def2/J DEFGRID3
* xyz 4 9
Au 1.28 1.35 0.06
Eu -1.54 -0.17 -0.13
I -3.38 1.71 -1.94
I -1.46 3.95 -1.64
S 0.15 0.85 -1.95
P -1.83 1.21 3.33
O 2.44 1.78 2.89
O 4.24 1.14 -0.74
O -0.78 -4.03 -2.05
O -2.82 -3.72 1.40
N -1.14 0.77 1.99
C -0.75 0.58 5.01
C -2.04 3.78 4.57
C -2.71 3.78 2.16
C -2.12 -2.90 0.93
C 0.13 -0.83 -4.16
C 1.98 -1.30 -2.59
C 1.95 0.87 -3.85
C -4.04 -0.17 1.82
C 0.13 -0.62 4.69
C 3.16 1.06 -0.36
C -1.85 0.43 6.04
C -3.41 -0.18 3.20
C -2.75 -1.47 3.63
C 1.90 1.48 1.89
C 1.12 -0.21 -3.19
C -4.60 0.09 4.11
C 0.19 1.61 5.61
C -0.31 3.62 2.79
C -0.85 -3.02 -1.52
C -1.73 3.23 3.18
H -3.41 -2.34 3.51
H -0.22 4.70 2.88
H 2.58 -1.75 -3.40
H 0.45 3.20 3.45
H 2.66 1.31 -3.15
H -2.57 4.87 2.12
H 0.64 -0.92 5.62
H -0.07 3.34 1.77
H -1.77 -1.69 3.14
H -1.43 0.16 7.01
H -0.43 -1.66 -3.72
H -4.34 0.34 5.15
H -2.59 -0.33 5.82
H -1.17 3.68 5.21
H -2.40 1.38 6.12
H 1.00 1.94 4.95
H -2.57 -1.41 4.68
H 1.29 1.67 -4.21
H -3.37 -0.18 0.97
H 0.92 -0.36 3.97
H 1.38 -2.11 -2.14
H 2.52 0.51 -4.70
H -0.59 -0.10 -4.54
H 0.66 -1.26 -5.02
H -4.68 -1.04 1.71
H -4.63 0.76 1.70
H -2.20 4.86 4.46
H -3.76 3.60 2.42
H -0.37 -1.51 4.36
H -0.35 2.42 6.07
H 2.67 -0.92 -1.83
H -5.23 0.87 3.71
H -2.92 3.31 5.03
H -2.53 3.42 1.14
H -5.19 -0.83 4.13
H 0.65 1.12 6.47
*
```

Values from the calculation:
LUMO (spin up / spin down): -13.5 / -15.4 eV
strongest force on any atom: 8.3 eV/A
DFT total energy: -90301.046 eV
orbital gap (spin up / spin down): 6.2 / 5.1 eV
relative energy (zero: lowest compared OMol25 entry of this formula, charge and spin): 0.0 kcal/mol
⟨S²⟩: 20.04

Atomic partial charges in e from the natural (NBO) method, atoms 1 to 4: number 1, Au, carries 0.771; number 2, Eu, carries 1.535; number 3, I, carries -0.054; number 4, I, carries 0.420

DFT (the ωB97M-V functional and the def2-TZVPD basis) results for a structure of composition C20H36AuN4P2S.

The geometry in ORCA input format:
```
! wB97M-V def2-TZVPD RIJCOSX def2/J DEFGRID3
* xyz 1 3
Au 0.17 0.12 0.69
S 1.08 -1.01 2.71
P 2.20 -0.10 -0.49
P -0.22 2.17 -0.53
N -1.89 -0.35 1.69
N 3.20 1.28 -2.59
N 1.21 3.24 -2.57
N -0.90 -3.11 0.85
C -2.92 2.53 -0.45
C -2.74 -1.48 1.22
C 2.19 1.23 -1.75
C 3.98 -1.75 -1.92
C 0.14 3.66 0.44
C 3.23 2.30 -3.48
C 4.29 2.39 -4.41
C -1.79 3.77 -2.28
C 1.17 2.22 -1.75
C 2.41 -2.80 -0.28
C 4.33 3.43 -5.29
C 2.30 4.38 -4.37
C -1.78 2.47 -1.47
C 2.57 -1.70 -1.34
C 1.52 -1.88 -2.43
C 3.64 0.34 0.53
C -1.98 1.27 -2.40
C -2.14 -2.83 1.58
C 3.32 4.44 -5.26
C 2.23 3.30 -3.46
H -3.73 -1.41 1.68
H -0.68 3.86 1.13
H 3.80 -0.44 1.27
H -1.09 -3.71 0.06
H -1.57 4.64 -1.66
H 4.13 -1.01 -2.71
H -3.87 2.58 -0.98
H 1.66 -2.86 -2.90
H 0.29 4.52 -0.22
H 1.41 -2.79 0.15
H -2.94 1.65 0.19
H -2.80 3.91 -2.69
H -1.09 3.75 -3.11
H 1.53 5.14 -4.34
H 5.13 3.50 -6.00
H 5.05 1.62 -4.41
H -2.01 0.33 -1.83
H 3.41 1.27 1.05
H -1.60 -0.52 2.65
H 3.13 -2.69 0.54
H -1.18 1.20 -3.14
H 4.74 -1.60 -1.16
H 1.04 3.49 1.03
H 0.50 -1.86 -2.02
H -1.94 -2.84 2.65
H 2.59 -3.77 -0.75
H -0.25 -3.60 1.44
H 3.38 5.26 -5.97
H 4.52 0.47 -0.10
H -2.86 -1.39 0.14
H -2.92 1.37 -2.93
H 1.60 -1.12 -3.21
H -2.91 -3.59 1.40
H -2.44 0.50 1.70
H -2.85 3.42 0.18
H 4.14 -2.75 -2.34
*
```

Values from the calculation:
LUMO (spin up / spin down): -3.5 / -4.1 eV
strongest force on any atom: 0.5 eV/A
DFT total energy: -60384.889 eV
orbital gap (spin up / spin down): 6.1 / 6.7 eV
relative energy (zero: lowest compared OMol25 entry of this formula, charge and spin): 7.9 kcal/mol
⟨S²⟩: 2.01

Atomic partial charges in e from the natural (NBO) method, atoms 1 to 4: number 1, Au, carries 0.766; number 2, S, carries -0.495; number 3, P, carries 0.996; number 4, P, carries 0.861

DFT (the ωB97M-V functional and the def2-TZVPD basis) results for a cluster of 2 separate species, C20H36BrN4O2 in total at a distorted geometry.

The geometry in ORCA input format:
```
! wB97M-V def2-TZVPD RIJCOSX def2/J DEFGRID3
* xyz 1 1
Br -1.51 3.64 -1.75
O -6.37 -2.83 -1.87
O 0.82 2.82 -0.61
N -0.04 -0.31 0.49
N 2.27 -0.13 0.22
N 3.69 0.42 2.79
N 0.98 0.29 -1.64
C -4.98 -2.61 -1.96
C -4.61 -1.20 -2.46
C 3.88 2.79 3.17
C -0.02 2.50 -1.34
C -3.04 -0.18 0.92
C -0.11 1.18 -2.05
C 3.85 1.38 -1.00
C 3.26 1.67 2.66
C 3.60 -0.01 -0.43
C -2.14 1.05 0.83
C 5.06 2.60 3.88
C -3.62 -0.45 -1.56
C 3.35 -2.51 -1.01
C -4.14 -0.17 -0.14
C 5.54 1.30 4.04
C 3.83 -1.12 -1.47
C -0.71 0.80 1.27
C 1.09 -0.01 -0.28
C -6.94 -2.65 -0.59
C 4.83 0.25 3.47
H -3.40 0.50 -2.05
H -5.52 -0.61 -2.60
H -3.50 -0.23 1.92
H -7.91 -3.15 -0.59
H -1.12 0.77 -1.93
H -4.61 -3.36 -2.66
H 3.26 1.56 -1.90
H -2.45 -1.09 0.79
H -4.15 -1.30 -3.45
H 3.31 -0.83 -2.39
H -6.31 -3.11 0.19
H -0.10 1.71 1.22
H 2.32 1.78 2.11
H 0.87 -0.59 -2.15
H 2.34 -2.72 -1.37
H 6.45 1.11 4.58
H -2.15 1.42 -0.20
H 4.29 -0.17 0.39
H 0.25 -1.02 1.16
H -4.91 -0.90 0.13
H 3.47 3.78 3.01
H 3.99 -3.29 -1.42
H -2.68 -1.02 -1.50
H 5.59 3.43 4.31
H -4.50 -2.81 -0.99
H 0.03 1.38 -3.12
H 3.64 2.17 -0.27
H 2.32 -0.36 1.22
H -2.55 1.86 1.44
H 4.90 1.43 -1.29
H -4.63 0.81 -0.14
H 3.35 -2.61 0.08
H 4.90 -1.14 -1.67
H -0.71 0.48 2.31
H 5.18 -0.77 3.58
H -7.09 -1.59 -0.34
*
```

Values from the calculation:
LUMO: -3.2 eV
strongest force on any atom: 2.1 eV/A
DFT total energy: -101415.398 eV
orbital gap: 8.3 eV
relative energy (zero: lowest compared OMol25 entry of this formula, charge and spin): 0.0 kcal/mol

Atomic partial charges in e from the natural (NBO) method, atoms 1 to 4: number 1, Br, carries 0.036; number 2, O, carries -0.535; number 3, O, carries -0.510; number 4, N, carries -0.658

DFT (the ωB97M-V functional and the def2-TZVPD basis) results for a cluster of 6 separate species, C20H36Cl4N4 in total at a distorted geometry.

The geometry in ORCA input format:
```
! wB97M-V def2-TZVPD RIJCOSX def2/J DEFGRID3
* xyz 0 1
Cl 0.72 3.57 -6.27
Cl -4.27 -3.36 -2.21
Cl -3.93 0.21 0.12
Cl 3.93 3.77 -5.16
N 2.07 -3.47 2.13
N -1.89 4.43 5.40
N -0.55 1.29 1.33
N 4.10 0.40 -1.05
C 4.92 -0.15 -1.63
C 5.90 -2.33 -2.33
C -4.53 -0.81 -1.17
C -2.90 3.15 3.35
C -4.82 1.82 4.46
C 5.98 -0.81 -2.39
C -3.98 -2.21 -0.90
C -0.08 -2.02 2.08
C 1.12 -2.84 2.09
C 0.73 0.12 -1.79
C -2.32 3.86 4.50
C 2.64 2.70 -4.50
C -4.42 2.96 3.53
C -0.53 1.05 0.21
C 1.28 3.36 -4.60
C 6.23 -2.91 -0.96
C 1.18 -1.13 -1.05
C -1.09 -2.36 3.18
C -0.55 0.74 -1.24
C -2.38 -1.57 3.07
H 4.91 -2.68 -2.65
H -4.82 2.73 2.54
H -4.47 -2.60 -0.01
H 5.99 -0.43 -3.41
H 2.69 1.84 -5.17
H -4.30 1.93 5.42
H -1.35 -3.42 3.15
H 7.29 -3.06 -0.77
H -0.78 1.68 -1.74
H 6.50 -2.84 -3.09
H -0.63 -2.29 4.17
H 5.71 -2.32 -0.19
H 5.76 -3.90 -0.86
H -2.91 -1.79 2.14
H -1.44 0.12 -1.36
H 0.44 -1.91 -0.92
H 6.94 -0.42 -2.03
H 1.57 0.81 -1.88
H -2.47 2.15 3.39
H 1.31 4.38 -4.24
H -0.55 -2.03 1.10
H -2.91 -2.12 -0.77
H 0.53 -0.16 -2.84
H 2.78 2.60 -3.43
H 0.52 2.75 -4.12
H -2.56 3.68 2.46
H -4.83 3.89 3.93
H -2.23 -0.49 3.07
H 1.56 -0.85 -0.07
H -5.60 -0.68 -1.20
H -3.08 -1.81 3.87
H 2.05 -1.49 -1.60
H -4.48 0.85 4.09
H -5.89 1.85 4.67
H 0.31 -1.01 2.25
H -4.12 -0.42 -2.10
*
```

Values from the calculation:
LUMO: 0.1 eV
strongest force on any atom: 1.5 eV/A
DFT total energy: -77373.248 eV
orbital gap: 11.1 eV
relative energy (zero: lowest compared OMol25 entry of this formula, charge and spin): 0.0 kcal/mol
structure (SMILES): CCCC#N.CCCC#N.CCCC#N.CCCC#N.ClCCCl.ClCCCl

Atomic partial charges in e from the natural (NBO) method, atoms 1 to 4: number 1, Cl, carries -0.066; number 2, Cl, carries -0.042; number 3, Cl, carries -0.044; number 4, Cl, carries -0.066

- Among the records above, which one has the highest relative energy (zero: lowest compared OMol25 entry of this formula, charge and spin)?
  C20H36AuN4P2S